[1]
# C15H35ClIrN2O7S2Si

C15H35ClIrN2O7S2Si as an isolated structure (ωB97M-V with the def2-TZVPD basis set, the OMol25 dataset).

```
64
Properties=species:S:1:pos:R:3
S -2.51 0.13 0.50
H -2.20 -3.78 2.20
H -1.50 -0.04 -3.75
H 2.72 1.27 4.91
H -4.86 -1.58 -4.24
H 2.53 -2.25 1.47
H -4.95 1.39 -3.24
N 2.81 -1.42 1.97
H 3.83 0.17 4.09
C -0.57 -2.74 -3.05
H -1.56 -3.17 -2.91
H 1.30 -0.80 -2.48
C 0.25 -3.68 -0.87
H 4.62 -1.51 0.97
O 1.92 3.26 0.06
C -3.74 -3.54 0.71
O 0.39 1.83 1.25
C -5.09 -2.87 0.53
C 0.10 -2.43 -1.72
H 1.90 -1.50 -0.97
S 0.17 -1.35 2.07
H -1.98 1.05 -2.44
O -3.30 -1.34 -2.20
H -2.52 1.36 -4.09
Ir -0.25 0.01 0.31
C -4.00 -0.94 -4.42
H 2.08 -2.39 -2.49
H -0.70 -4.20 -0.76
C 1.80 -0.75 2.49
H -4.50 -5.53 1.07
C 3.04 0.90 3.93
H 0.61 -3.43 0.13
H 0.04 -3.48 -3.57
H -4.17 -5.17 -0.63
H 0.97 -4.34 -1.35
H -5.43 -2.97 -0.50
H -3.85 -3.77 2.85
C 4.23 -1.06 1.88
H 4.80 -1.44 2.73
H 4.34 0.01 1.81
H -5.57 -0.03 -2.38
C -2.31 0.57 -3.36
O 0.21 2.03 -1.09
H -4.26 -0.20 -5.17
H -5.03 -1.80 0.78
H -3.19 -1.56 -4.82
N 1.89 0.28 3.29
H -3.09 -2.25 2.33
Si -2.50 -1.52 -0.82
H -5.83 -3.32 1.19
C -3.56 -0.26 -3.14
H 1.00 0.74 3.46
O -0.80 -1.45 -1.02
C -3.82 -5.02 0.38
H 3.42 1.74 3.35
C -4.69 0.58 -2.55
Cl 1.19 2.07 -0.02
C -3.18 -3.32 2.11
H -2.83 -5.48 0.48
O 2.02 0.87 -0.12
O -2.81 -2.97 -0.24
H -4.38 1.04 -1.61
C 1.42 -1.73 -1.92
H -0.65 -1.85 -3.66
```

Energy = -2878.834388 hartree
Net charge = +1
ΔE to the lowest compared entry with this formula, charge and spin = 34.7 kJ/mol
Lowest unoccupied orbital energy = -0.15072 Ha
E_HOMO = -11.53 eV
Orbital gap = 7.43 eV

=====

[2]
# C20H41B2I2O4

A 2-piece molecular cluster, C20H41B2I2O4 overall at a distorted geometry (ωB97M-V with the def2-TZVPD basis set, the OMol25 dataset).

```
69
Properties=species:S:1:pos:R:3
H 4.50 1.30 -0.11
H 0.33 -0.09 -4.75
H -2.66 2.18 -5.74
H -0.05 -1.61 4.45
H 5.73 -1.69 3.40
H 7.28 -1.16 2.41
B -1.44 -0.93 3.17
C 4.44 -1.02 -0.61
H 3.71 0.83 -1.75
I -4.80 -2.77 2.77
C -2.51 2.40 0.83
C -4.38 -5.19 0.61
H -4.29 -0.61 -0.06
H -3.50 -5.91 0.35
C -0.95 2.93 0.58
H -0.96 4.09 0.33
H 1.86 -0.63 -0.04
C -0.65 0.36 -4.95
H 4.62 -2.27 1.29
H -1.06 0.33 -2.82
H 5.20 -1.09 -1.53
C 2.29 0.47 0.01
C -3.87 -3.64 1.00
H -5.25 -5.17 -0.19
H -3.84 -0.02 1.66
H 1.49 0.38 2.18
H -3.77 1.51 -0.87
C 6.25 -0.78 2.88
H -0.07 3.64 2.67
H 6.33 -1.85 0.51
H -2.09 3.28 -4.46
C -3.38 -0.22 0.61
C 1.64 2.66 1.51
C -2.02 2.26 -4.85
H -1.66 -1.15 -0.49
C 0.02 2.75 1.89
O -2.14 0.30 3.61
C -1.06 -1.38 1.66
H -3.19 3.32 0.49
C 2.19 1.08 1.54
O 5.44 -0.32 1.71
H -0.23 1.74 2.43
I -2.10 -4.01 -1.61
H 6.48 0.11 3.64
C 3.82 0.50 -0.62
C -2.85 -2.93 0.20
O -2.52 1.34 -3.87
H -2.15 -0.70 -3.77
H 1.62 1.16 -0.69
O -1.02 -1.85 4.28
H -4.88 -5.64 1.60
H -0.29 2.14 -6.17
H 1.79 3.08 0.42
H -1.50 0.95 4.03
H -0.59 -2.47 1.70
H -0.43 2.41 -0.33
C 5.24 -1.43 0.76
H -1.08 -0.13 -5.83
C -0.60 1.85 -5.17
C -1.60 0.24 -3.77
B -2.24 -1.40 0.53
H -1.97 0.97 -0.90
H 2.29 3.25 2.31
C -2.87 1.16 -0.18
H -0.19 -0.67 1.27
H -2.76 2.22 1.96
H 0.09 2.31 -4.45
H 3.25 1.06 2.09
H 3.56 -1.80 -0.74
```

Energy = -1732.495528 hartree
Net charge = -1
Lowest unoccupied orbital energy = 0.08842 Ha
E_HOMO = -4.84 eV
Orbital gap = 7.25 eV

=====

[3]
# C4H9NO

A 2-piece molecular cluster, C4H9NO overall (ωB97M-V with the def2-TZVPD basis set, the OMol25 dataset).

```
15
Properties=species:S:1:pos:R:3
N 1.69 -0.14 1.24
H 1.53 1.78 0.28
C 0.70 0.63 1.99
H 1.31 -1.04 0.97
H -0.25 0.15 2.24
H -2.14 -0.32 -1.86
H -0.02 -1.26 -2.32
H 1.10 1.28 2.75
H 0.57 -0.79 -2.21
C -0.08 0.59 -0.47
H -2.38 -1.70 -0.57
C 0.93 0.92 0.55
O -0.88 -0.41 -0.23
H -0.29 1.22 -1.33
C -1.79 -0.91 -1.02
```

Energy = -287.602587 hartree
ΔE to the lowest compared entry with this formula, charge and spin = 603.5 kJ/mol
Lowest unoccupied orbital energy (spin up / spin down) = 0.02333 / 0.02253 Ha
E_HOMO (spin up / spin down) = -7.53 / -7.24 eV
Orbital gap (spin up / spin down) = 8.16 / 7.85 eV

=====

[4]
# C39H83F6N7OP2

A 6-piece molecular cluster, C39H83F6N7OP2 overall at a distorted geometry (ωB97M-V with the def2-TZVPD basis set, the OMol25 dataset).

```
138
Properties=species:S:1:pos:R:3
H 3.62 -9.67 -2.82
H -5.61 4.20 2.23
H 5.87 1.54 2.95
C -5.11 -0.56 -3.00
H 5.40 -10.38 -4.35
F 1.36 -2.22 -3.60
H 2.84 -10.05 -4.26
H 1.98 -3.42 3.30
H -1.71 5.99 -3.69
H -0.98 4.54 -3.00
H 0.52 5.77 2.62
H -3.34 4.33 -0.02
H 1.61 3.24 1.54
C -4.76 6.09 1.81
C -5.48 -1.81 -2.65
H -0.48 -1.95 0.78
C 0.61 7.79 5.54
C 4.95 2.30 0.27
H 7.52 1.06 1.10
N 5.54 1.02 0.22
C 1.69 0.63 1.27
C 0.99 1.60 0.32
F 1.32 -1.76 -1.46
H -0.08 4.42 4.59
H 2.28 -5.08 3.86
H -3.97 1.66 -3.08
H 1.96 -4.08 -5.11
H -2.64 3.84 3.56
H -3.70 1.62 -1.35
C -0.46 5.82 3.10
H 6.98 0.15 3.27
N 2.04 -6.11 -4.64
C -2.38 4.49 -0.53
C 0.61 -4.89 2.56
C 6.61 0.46 1.15
H -6.43 5.07 0.90
H -5.64 -3.92 -0.82
H 4.35 0.60 -3.65
H 3.07 -7.40 -5.98
H -0.52 -4.98 0.00
H 6.71 -0.61 0.94
P 0.16 -1.66 -2.60
C -3.94 -4.67 -1.94
C 4.17 2.38 -0.94
H -1.73 -4.19 3.62
H -0.67 6.13 -2.35
C 0.73 3.00 0.94
H -4.27 5.69 3.94
H -0.23 2.86 2.98
C 2.24 -7.32 -2.89
H -6.69 5.60 2.56
H -1.65 -5.44 1.42
C -0.35 5.47 4.57
C 1.62 -5.03 -5.54
H 0.89 -2.92 0.40
H -3.09 6.32 -1.49
C 1.51 -4.35 3.62
C 6.17 0.54 2.65
C -4.62 -3.61 -1.05
N 2.93 -7.96 -3.85
H 1.49 1.70 -0.64
H -2.04 6.33 0.68
N 4.31 1.21 -1.69
H -2.40 0.94 -2.44
C 4.86 -9.46 -4.56
C -3.82 -1.26 -1.35
H 1.09 5.70 6.15
C -2.68 5.36 -1.81
H 2.23 -7.75 -1.89
H 0.11 1.16 -0.15
H 1.76 6.22 4.76
H 3.12 -0.08 -2.77
H -0.34 7.91 6.06
H -0.59 5.80 0.11
C -1.41 -3.37 2.97
C -0.48 3.05 1.94
H 0.02 -5.76 2.83
N -4.11 -0.18 -2.18
H 2.02 -5.02 -6.56
C -1.45 5.49 -2.76
C -3.47 1.11 -2.28
H 1.38 8.16 6.22
H -3.03 -1.29 -0.62
C 3.51 -9.30 -3.84
H 0.54 -4.97 -5.65
C 1.71 -6.17 -3.29
H -0.95 6.79 3.00
H -1.96 -4.02 0.52
H -4.20 -3.61 -0.04
H -3.47 3.65 2.02
H 1.06 0.41 2.14
H 0.57 8.41 4.65
H 2.63 1.10 1.54
H -1.34 5.45 5.03
H 5.15 3.01 1.06
N -4.63 -2.31 -1.70
C 5.18 0.41 -0.98
H 1.26 -5.28 1.78
C 2.77 -7.19 -4.97
O 0.90 -4.07 4.83
H 3.52 3.16 -1.31
H 5.58 -8.68 -4.34
H -1.04 -2.53 3.56
H 1.50 -3.91 5.56
H -4.99 7.14 2.01
C -1.14 -4.67 0.84
H 5.35 -0.14 2.87
C 0.79 6.24 5.25
N -0.38 -3.85 1.90
F 0.54 -0.16 -2.97
C -5.96 5.17 1.88
H 1.83 -0.30 0.72
H -6.33 -2.42 -2.93
H -4.23 6.16 0.86
C -2.96 4.38 2.66
H -2.26 -2.85 2.53
H 1.12 -5.47 -2.71
C -1.53 5.39 0.48
P -1.34 4.65 2.07
H -4.26 -4.73 -2.98
H -3.56 4.96 -2.31
F -0.42 -3.22 -2.28
H 0.85 -1.95 1.95
C -3.77 5.64 2.97
H -2.88 -4.45 -1.95
C 0.29 -2.57 1.24
H 5.50 -0.53 -1.39
F -0.86 -0.98 -1.47
H 3.00 1.75 -3.18
H -3.04 6.44 3.07
H -4.10 -5.65 -1.49
H -1.93 3.55 -0.85
H 4.66 -9.46 -5.63
H -5.48 0.11 -3.76
H -1.23 2.31 1.65
H 0.76 3.72 0.12
C 3.61 0.89 -2.90
F -0.86 -1.59 -3.82
```

Energy = -3275.159121 hartree
Net charge = +4
Lowest unoccupied orbital energy = -0.28805 Ha
E_HOMO = -17.97 eV
Orbital gap = 10.13 eV